Computed, not measured: FH2O as an isolated structure in a non-equilibrium geometry, with ωB97M-V with the def2-TZVPD basis set.

The total charge is -1. Its spin multiplicity is 1. Its LUMO energy is 5.90 eV. The frontier orbital gap is 9.7 eV.

Last column: Löwdin charge in e.
Atoms and positions in Å:
F 1.08835 -0.49181 -0.71995  -0.451
O -0.63877 0.38023 0.04510  -0.216
H -0.61777 0.15354 1.00239  -0.020
H 0.16818 -0.04197 -0.32753  -0.314

Atomic forces in eV per Å
F 4.55 -2.30 -2.02
O -5.66 2.58 3.81
H -0.11 0.32 -1.12
H 1.23 -0.60 -0.67

***

Computed, not measured: a 2-piece molecular cluster, C4H11P overall in a non-equilibrium geometry, with ωB97M-V with the def2-TZVPD basis set.

The total charge is 0. Its spin multiplicity is 1. Its LUMO energy (alpha / beta) is -0.54 / -0.28 eV. The frontier orbital gap (alpha / beta) is 8.2 / 7.3 eV.

Last column: Löwdin charge in e.
Atoms and positions in Å:
P -0.24692 0.88899 0.11980  0.745
C -0.99804 -1.92967 0.51766  -0.171
C 0.35573 1.31524 1.64929  -0.274
C 0.04136 -1.01488 -0.15263  -0.415
C 1.10581 1.28495 -1.10423  -0.331
H 1.05233 -1.02003 0.28094  0.058
H 1.26605 1.86304 1.86095  0.002
H -1.05891 -2.82185 -0.06776  0.040
H 0.07000 -1.07329 -1.27779  0.070
H 1.95814 0.97585 -0.59961  -0.014
H -2.04946 -1.41601 0.22878  0.096
H -0.23860 1.34705 2.54962  -0.010
H -2.48327 0.47721 -2.05528  0.044
H 0.96420 0.89211 -2.16041  0.051
H -0.91621 -2.22397 1.51151  0.034
H 1.17777 2.45524 -1.30084  0.074

Atomic forces in eV per Å
P -0.66 -1.08 -2.17
C -2.36 2.08 -3.81
C 0.80 0.57 1.25
C 0.00 1.32 0.69
C -1.85 3.43 -1.67
H -0.18 -0.82 -0.40
H 0.24 0.11 -0.57
H 0.12 -0.90 -0.29
H -0.10 -0.27 1.27
H 2.07 -0.65 0.25
H 2.07 -1.17 1.29
H -0.52 -0.48 -0.12
H 0.07 0.03 0.08
H 0.13 -0.04 1.63
H 0.28 0.18 1.83
H -0.11 -2.31 0.73

***

Computed, not measured: C24H27HgNOSi as an isolated structure in a non-equilibrium geometry, with ωB97M-V with the def2-TZVPD basis set.

The total charge is 0. Its spin multiplicity is 1. Its LUMO energy is -0.99 eV. The frontier orbital gap is 4.3 eV.

Last column: Löwdin charge in e.
Atoms and positions in Å:
Hg 3.67468 1.56187 0.15292  0.973
Si 0.85845 -2.52259 -0.52025  0.825
O 2.45141 1.45319 -2.60944  -0.115
N 1.74631 2.63899 -0.11390  -0.052
C 2.91053 -3.06769 -2.44431  -0.105
C 0.78692 -4.16596 -2.83498  -0.111
C 2.12249 2.84969 -2.51409  -0.197
C -2.04958 0.40233 0.60840  -0.218
C 1.27884 -4.70707 -4.02732  -0.089
C 1.39217 -5.78022 1.99873  -0.096
C 1.33457 -5.20975 3.27534  -0.098
C -1.56355 -0.97708 2.39544  -0.211
C 0.00742 3.62205 -1.42465  0.007
C 1.59408 -3.32754 -2.04126  -0.318
C 1.23818 -3.00149 2.27429  -0.112
C 1.27749 3.07080 -1.29692  -0.269
C -2.08613 -1.78303 1.34651  -0.226
C 0.99796 2.83450 1.00101  -0.106
C 2.10538 -0.79201 -0.15822  -0.217
C 1.34339 -4.96482 0.86226  -0.098
C -0.72542 3.91703 -0.28282  -0.018
C 3.41436 -3.63258 -3.62430  -0.096
C -1.53345 0.37601 1.93884  -0.225
C -0.18594 3.55820 0.95222  -0.040
C 1.18537 -3.57318 0.99164  -0.299
C -2.39268 -0.93264 0.24572  -0.232
C 1.27761 -3.81670 3.41110  -0.087
C 2.59600 -4.43672 -4.42423  -0.097
H 1.47516 -6.86506 1.88407  0.099
H 5.16685 0.88471 0.50274  -0.103
H 1.43173 -5.41467 -0.12924  0.095
H -0.34047 3.80861 -2.43568  0.123
H 3.55017 -2.42667 -1.83448  0.081
H 1.33351 -5.84809 4.16144  0.098
H 1.74727 -0.11342 -0.94149  -0.026
H -2.80011 -1.25051 -0.71203  0.061
H 3.04889 3.45184 -2.45393  0.126
H 3.15785 -1.08279 -0.25710  -0.019
H -2.16431 1.28257 -0.02155  0.040
H -0.54747 -2.84133 -0.77117  0.013
H 1.52870 3.14043 -3.39007  0.126
H -1.18380 1.23818 2.50280  0.037
H -0.67951 3.81265 1.88728  0.122
H -0.23730 -4.39060 -2.52623  0.097
H 0.62653 -5.33059 -4.64288  0.102
H 2.65479 1.26654 -3.54725  0.114
H 1.26069 -3.35836 4.40222  0.101
H 4.44787 -3.42747 -3.91144  0.097
H 1.83202 -0.46593 0.85309  -0.014
H 1.24659 -1.91570 2.39453  0.079
H -2.21241 -2.86310 1.38294  0.073
H 2.97759 -4.84378 -5.36418  0.100
H -1.68922 4.41380 -0.35368  0.125
H 1.37979 2.41530 1.94181  0.118
H -1.23472 -1.33526 3.36841  0.062

Atomic forces in eV per Å
Hg 0.17 -0.30 -0.03
Si 1.77 0.22 0.84
O 0.20 0.41 -0.53
N 0.13 0.03 0.62
C -0.10 -0.48 -0.55
C 0.42 0.11 -0.20
C 0.11 -0.35 -0.32
C 0.21 -0.67 0.18
C 0.18 0.11 0.21
C 0.07 0.12 0.00
C -0.10 0.21 -0.22
C -0.04 0.33 -0.69
C 0.50 -0.06 0.04
C 0.26 0.15 -0.29
C -0.03 -0.49 0.11
C -0.40 -0.46 0.00
C 0.14 0.81 0.02
C 0.19 0.09 -0.29
C -2.28 -1.48 -0.58
C -0.20 0.12 0.48
C 0.32 -0.07 0.26
C -0.11 0.10 0.18
C 0.01 -0.58 -0.32
C -0.10 -0.06 0.07
C 0.74 -0.10 0.32
C 0.32 0.30 0.58
C 0.12 -0.08 -0.22
C -0.15 0.08 0.14
H 0.00 0.37 0.07
H -0.97 0.58 -0.27
H -0.18 0.09 0.25
H -0.15 0.17 0.27
H -0.14 -0.21 -0.23
H 0.04 0.20 -0.27
H 0.36 0.09 0.29
H 0.04 0.09 0.19
H -0.33 -0.09 -0.10
H -0.42 -0.19 0.00
H -0.03 -0.12 0.09
H -0.34 1.02 -0.09
H 0.30 0.16 0.18
H -0.14 -0.11 0.05
H -0.05 -0.27 -0.27
H 0.27 0.16 -0.09
H 0.27 0.16 0.15
H -0.06 -0.02 0.75
H 0.03 -0.17 -0.27
H -0.30 -0.11 -0.02
H 0.03 0.03 -0.22
H -0.31 -0.37 -0.02
H -0.02 0.21 -0.01
H -0.11 0.10 0.34
H 0.16 -0.13 0.08
H -0.22 0.29 -0.50
H -0.10 0.09 -0.15

***

Relative energy (zero: lowest compared OMol25 entry of this formula, charge and spin) / kJ/mol: 44.6, 496.5, 0.0
Electronic energy / eV: -4797.8083, -13609.5078, -40911.1982